1.
Formula: C3H8N4
Source: OMol25
Level of theory: ωB97M-V/def2-TZVPD

The calculation puts the energy relative to the best compared isomer or geometry (same formula, charge and spin) at 44.6 kcal per mole. The LUMO energy comes out at 0.984 eV.

The geometry in XYZ format:
```
15
Properties=species:S:1:pos:R:3:forces:R:3:mulliken_charge:R:1
N 1.6145 0.1540 -0.4429 -0.690 -0.407 -0.315 -0.503
N 1.2143 -0.4455 -1.6630 1.051 0.098 -0.419 -0.382
N -1.6974 1.0135 -0.2457 0.105 -0.311 -0.573 -0.698
N 0.8487 1.4927 1.2725 -0.145 -0.166 0.192 -0.454
C -1.1736 -1.2515 0.2947 0.069 -0.121 -0.414 -1.172
C 0.6535 0.5241 0.3095 -0.191 0.321 -1.364 0.548
C -0.7789 0.1703 -0.0090 -0.517 0.490 1.490 0.454
H 2.0367 -0.8637 -2.0798 -0.170 0.014 0.144 0.259
H 0.2368 1.4380 2.0734 0.273 0.061 0.069 0.240
H -1.9677 -1.5681 -0.3775 -0.060 -0.038 0.011 0.324
H -1.5575 -1.3001 1.3134 0.030 0.008 0.060 0.304
H 0.4391 -1.1014 -1.7249 0.006 0.171 0.668 0.191
H -0.3254 -1.9288 0.2164 0.016 -0.079 0.033 0.364
H -1.3641 1.9661 -0.3824 0.291 -0.033 0.223 0.268
H 1.8210 1.7003 1.4455 -0.069 -0.008 0.195 0.257
```
Forces are in eV/Å.


2.
Formula: C3H8N4O
Source: OMol25
Level of theory: ωB97M-V/def2-TZVPD

The calculation puts the energy relative to the best compared isomer or geometry (same formula, charge and spin) at 67.9 kcal per mole. The LUMO energy comes out at 0.868 eV.

The geometry in XYZ format:
```
16
Properties=species:S:1:pos:R:3:forces:R:3:mulliken_charge:R:1
O 2.7072 -0.2108 -0.1339 0.156 0.541 -0.145 -0.574
N -1.2672 -1.4813 -0.7150 -1.155 -3.303 -1.355 -0.405
N 0.5071 1.3180 -0.0442 1.646 0.824 0.366 -0.221
N -2.0717 0.0283 0.7299 0.508 -0.014 1.594 -0.823
N -0.5042 2.1770 -0.2804 0.077 0.317 -0.265 -0.648
C 0.3828 0.1238 0.3257 -2.450 -2.829 -0.953 0.647
C 1.5559 -0.8259 0.4427 1.561 2.012 1.168 -0.408
C -1.0392 -0.5711 0.2181 0.015 4.382 1.590 0.312
H -0.2335 2.9543 -0.8882 0.156 -0.649 0.401 0.258
H -0.5651 -1.8443 -1.3484 -0.071 0.203 0.496 0.222
H -2.1393 -2.0755 -0.6192 1.559 1.403 -0.244 0.274
H 1.8516 -1.0252 1.5157 -0.870 -0.126 -0.833 0.191
H 1.3609 -1.7591 -0.0669 -0.060 -0.201 -0.100 0.283
H 2.6276 0.7729 -0.0403 -0.219 -1.244 -0.099 0.343
H -1.8518 0.7235 1.5084 0.068 -1.270 -1.560 0.284
H -1.3211 1.6956 -0.6039 -0.921 -0.045 -0.060 0.266
```
Forces are in eV/Å.


3.
Formula: C3H8N4O
Source: OMol25
Level of theory: ωB97M-V/def2-TZVPD

The calculation puts the energy relative to the best compared isomer or geometry (same formula, charge and spin) at 155.4 kcal per mole. The LUMO energy comes out at 0.719 eV.

The geometry in XYZ format:
```
16
Properties=species:S:1:pos:R:3:forces:R:3:mulliken_charge:R:1
O 2.9240 -0.6148 0.1837 4.493 3.015 -2.424 -0.411
N -0.7565 0.9108 0.5819 -1.022 1.247 -2.422 -0.503
N 1.7756 0.1309 0.0789 -1.725 -0.216 0.898 -0.380
N -0.4910 -0.2970 -0.2484 -0.024 4.012 4.049 0.139
N -2.6591 -0.8586 0.1866 -7.013 1.075 3.002 -0.547
C 0.8001 -0.6558 -0.1408 0.731 -3.641 -3.107 0.108
C -0.5271 2.0362 -0.3831 6.295 0.738 2.368 -0.742
C -1.5735 -1.1627 -0.1465 5.494 -2.573 -4.768 -0.003
H 3.6453 0.1217 -0.2602 -2.682 -3.384 2.066 0.370
H -2.7679 0.0229 0.7099 0.450 -0.424 -0.527 0.343
H -0.0935 1.0744 1.3164 0.760 -0.922 0.215 0.292
H -0.0281 3.1132 0.1499 -1.950 -3.337 -1.374 0.242
H 0.3560 1.6319 -1.0192 -1.325 1.360 0.714 0.270
H -1.3566 -2.0245 -0.8566 -0.353 0.254 1.256 0.257
H -1.2874 2.2062 -1.0206 -2.914 0.804 -1.660 0.340
H 0.8596 -1.7369 -0.6593 0.788 1.994 1.713 0.225
```
Forces are in eV/Å.


4.
Formula: C3H8N4O
Source: OMol25
Level of theory: ωB97M-V/def2-TZVPD

The calculation puts the energy relative to the best compared isomer or geometry (same formula, charge and spin) at 148.2 kcal per mole. The LUMO energy comes out at 0.774 eV.

The geometry in XYZ format:
```
16
Properties=species:S:1:pos:R:3:forces:R:3:mulliken_charge:R:1
O -1.7340 2.7792 -0.1179 -0.883 0.455 -0.238 -0.422
N 0.6265 -0.4268 -0.7014 1.647 -0.238 0.462 -0.222
N -2.1825 0.6533 1.2400 2.109 -1.254 1.096 -0.802
N -1.2082 1.6115 -0.6808 3.572 1.024 -0.662 -0.209
N -0.3778 -0.4427 0.3286 0.318 -2.471 -1.366 -0.170
C 1.9849 -0.5645 -0.1058 1.363 -0.622 -1.818 -0.310
C 1.2852 -1.7478 -0.8792 1.118 4.000 2.328 -0.629
C -1.2790 0.6323 0.2823 -0.874 -2.770 2.738 0.458
H 2.2337 -0.6413 0.9575 -1.229 -0.290 -0.109 0.250
H 1.0438 -2.4448 -0.1593 -0.893 -1.810 1.125 0.370
H -0.1806 1.9513 -0.8737 -2.381 -1.830 0.133 0.316
H -1.8401 -0.0828 2.0618 -1.375 2.378 -3.033 0.254
H 2.9061 -0.0501 -0.5439 -1.864 -0.434 -0.172 0.204
H -0.7300 -1.4858 0.3879 0.095 3.280 0.084 0.274
H -2.2109 2.3284 0.5955 -0.877 0.796 1.073 0.362
H 1.6630 -2.0693 -1.7917 0.153 -0.214 -1.642 0.275
```
Forces are in eV/Å.


5.
Formula: C3H8N4O2
Source: OMol25
Level of theory: ωB97M-V/def2-TZVPD

The calculation puts the energy relative to the best compared isomer or geometry (same formula, charge and spin) at 229.1 kcal per mole. The LUMO energy comes out at 0.551 eV.

The geometry in XYZ format:
```
17
Properties=species:S:1:pos:R:3:forces:R:3:mulliken_charge:R:1
O 2.0145 0.9547 -0.5997 1.715 -0.683 1.933 -0.441
O 2.0347 -1.6829 0.6625 3.771 3.949 1.545 -0.440
N 1.3700 -1.5512 -0.5849 -2.909 -0.479 1.075 -0.276
N 0.7016 0.6947 -0.3262 -0.442 -3.145 -4.201 0.267
N -0.9802 -1.0864 -0.5096 2.491 3.581 0.875 -0.456
N -1.9556 0.0929 -0.4405 -3.008 -6.279 2.224 -0.281
C 0.1827 1.6367 0.4287 -1.246 6.939 6.825 -0.829
C -3.0073 -0.5959 0.1050 1.332 4.936 -1.947 -0.282
C 0.2409 -0.6072 -0.3434 0.529 -1.726 -2.655 0.342
H 1.1767 2.6437 0.3660 -3.715 -2.956 0.417 0.266
H 0.8384 -2.4370 -0.4471 0.437 0.417 -1.235 0.361
H -1.0158 2.1368 0.3262 3.954 -1.748 -0.216 0.256
H 2.2160 0.9824 -1.5150 -0.458 -0.253 -1.745 0.329
H -2.9254 -1.6996 0.2900 -0.455 1.332 -0.008 0.337
H -3.9117 0.1611 0.2585 1.612 -2.325 -0.059 0.233
H 0.2994 1.1640 1.5654 -0.816 1.983 -2.027 0.258
H 2.7211 -0.8070 0.7642 -2.792 -3.544 -0.800 0.358
```
Forces are in eV/Å.


6.
Formula: C3H8N4S
Source: OMol25
Level of theory: ωB97M-V/def2-TZVPD

The calculation puts the energy relative to the best compared isomer or geometry (same formula, charge and spin) at 141.0 kcal per mole. The LUMO energy comes out at 0.372 eV.

The geometry in XYZ format:
```
16
Properties=species:S:1:pos:R:3:forces:R:3:mulliken_charge:R:1
S 1.7207 -1.1469 -1.1569 1.782 1.160 1.249 0.013
N 2.4480 0.1987 -0.1325 -2.082 -0.385 3.891 -0.351
N -2.0489 -0.4175 -0.0524 -1.540 2.007 1.686 -0.807
N -0.2110 -2.1701 0.4045 -0.685 0.072 -1.905 -0.649
N -0.7800 -0.1848 -0.6552 1.121 1.732 -0.986 0.296
C 0.2105 -1.1913 -0.3788 -5.579 -1.848 2.860 0.234
C 2.0548 0.2637 1.1551 0.389 -0.804 -1.495 -0.266
C -0.2786 1.2443 -0.8674 -0.002 1.731 0.057 -0.797
H -2.3109 -0.0121 1.0129 1.805 -0.957 -3.356 0.246
H -1.3537 -2.1964 0.4623 3.678 0.855 0.046 0.367
H 1.3831 -0.7865 1.8855 1.903 3.493 -2.528 0.293
H 0.7470 1.4565 -1.4121 -2.086 -1.480 0.889 0.303
H -0.0578 1.6676 0.1774 -0.718 -0.170 -1.416 0.287
H -1.0265 1.9458 -1.4770 1.190 -1.857 1.593 0.267
H 2.3116 1.3359 1.6796 -0.457 -3.054 -1.059 0.308
H -2.8083 -0.0069 -0.6452 1.280 -0.494 0.475 0.256
```
Forces are in eV/Å.


7.
Formula: C3H8N5
Source: OMol25
Level of theory: ωB97M-V/def2-TZVPD

Its charge is +1. The calculation puts the energy relative to the best compared isomer or geometry (same formula, charge and spin) at 112.7 kcal per mole. The LUMO energy comes out at -5.702 eV.

The geometry in XYZ format:
```
16
Properties=species:S:1:pos:R:3:forces:R:3:mulliken_charge:R:1
N -2.5052 1.0483 -0.5892 0.362 1.587 -0.809 -0.452
N -1.6383 0.2332 -0.2681 -2.053 -3.952 2.504 0.876
N -3.6947 0.6578 -0.1687 -0.948 0.701 -0.803 -0.175
N -2.3735 -0.8433 0.4442 2.499 2.212 -1.442 0.250
N -3.6035 -0.4649 0.4155 0.596 -1.687 1.452 -0.224
C 0.4234 1.3307 0.5849 -1.494 3.570 -2.446 -1.144
C -0.1987 0.2538 -0.3652 1.767 -0.714 3.173 0.603
C 0.4135 -1.1322 -0.0399 1.243 -2.041 0.368 -1.558
H 0.0670 0.4304 -1.3370 0.154 0.958 -2.586 0.297
H 0.8627 0.9969 1.4703 0.568 -0.925 1.248 0.372
H -1.8028 -1.5566 0.9773 -1.503 0.665 -0.707 0.267
H 0.1487 -1.9767 -0.7710 0.200 1.470 0.737 0.410
H 0.0274 -1.5003 0.9656 0.980 0.498 -0.873 0.464
H -0.2257 2.3065 0.8455 0.870 -2.540 -0.663 0.347
H 1.6355 -1.1603 -0.0017 -3.272 0.563 0.002 0.334
H 1.1736 1.8006 -0.0882 0.033 -0.365 0.845 0.333
```
Forces are in eV/Å.


8.
Formula: C3H8NO
Source: OMol25
Level of theory: ωB97M-V/def2-TZVPD

Its charge is -1. The calculation puts the energy relative to the best compared isomer or geometry (same formula, charge and spin) at 27.9 kcal per mole. The LUMO energy comes out at 4.383 eV.

The geometry in XYZ format:
```
13
Properties=species:S:1:pos:R:3:forces:R:3:mulliken_charge:R:1
O 1.8982 -1.5967 0.2116 -0.142 -1.662 -0.492 -0.788
N -2.1411 1.1981 -0.3160 0.820 0.891 -0.188 -0.670
C -0.8194 0.5719 -0.7556 -0.568 1.702 2.447 -0.640
C -0.1661 -0.0998 0.4802 2.205 0.774 -1.516 -0.431
C 1.4462 -0.4038 0.2844 0.158 2.711 1.686 -0.235
H -2.8018 0.4664 0.0167 1.012 1.104 0.308 0.252
H -0.1513 0.6368 1.3208 -0.687 -0.710 -0.516 0.307
H -0.1507 1.4342 -0.9965 -0.571 -0.643 -0.330 0.344
H 1.9184 0.1984 1.2621 -0.663 -0.515 -1.060 0.038
H -0.6187 -1.0410 0.6605 -0.597 -0.864 0.750 0.197
H 1.7652 0.3187 -0.5419 -0.212 -0.211 -0.043 0.084
H -1.8524 1.9517 0.3797 -1.230 -1.874 -0.762 0.247
H -1.0713 0.0122 -1.6362 0.474 -0.703 -0.285 0.296
```
Forces are in eV/Å.


| no. | HOMO-LUMO gap (eV) | E (eV) |
| --- | --- | --- |
| 1 | 9.1 | -9199.699 |
| 2 | 10.0 | -11246.680 |
| 3 | 9.7 | -11242.884 |
| 4 | 9.8 | -11243.198 |
| 5 | 9.2 | -13286.683 |
| 6 | 9.0 | -20030.124 |
| 7 | 11.3 | -10679.593 |
| 8 | 6.5 | -6776.780 |